A molecular structure, C2H6N4S in a non-equilibrium geometry, computed with ωB97M-V/def2-TZVPD.

Its orbital gap is 9.3 eV. The calculation puts the LUMO energy at 0.08 eV. For the energy relative to the best compared isomer or geometry (same formula, charge and spin), the calculation gives 90.2 kcal/mol. The maximum force comes out at 8.3 eV/A. The HOMO energy is -0.338 Ha.

Geometry as ORCA input:
```
! RIJCOSX wB97M-V def2-TZVPD def2/J DEFGRID3
* xyz 0 1
C 1.457 -0.022 -0.153
C -2.079 -0.077 -0.019
H 0.710 0.932 1.720
H 1.933 1.851 0.292
H 2.847 -1.279 -1.043
H -1.513 -1.449 1.476
H -3.189 0.166 0.238
H -1.059 0.470 -1.660
N 1.136 1.238 0.469
N 2.626 -0.429 -0.610
N -1.156 -0.715 0.710
N -1.933 0.523 -1.245
S 0.218 -1.208 -0.176
*
```

These are the Mulliken partial charges, in e, on atoms 1 to 8: number 1, C, carries 0.548; number 2, C, carries 0.137; number 3, H, carries 0.336; number 4, H, carries 0.267; number 5, H, carries 0.237; number 6, H, carries 0.306; number 7, H, carries 0.319; number 8, H, carries 0.243

A molecular structure, C2H6N4S in a non-equilibrium geometry, computed with ωB97M-V/def2-TZVPD.

Its orbital gap is 9.6 eV. The calculation puts the LUMO energy at 0.41 eV. For the energy relative to the best compared isomer or geometry (same formula, charge and spin), the calculation gives 97.1 kcal/mol. The maximum force comes out at 6.1 eV/A. The HOMO energy is -0.338 Ha.

Geometry as ORCA input:
```
! RIJCOSX wB97M-V def2-TZVPD def2/J DEFGRID3
* xyz 0 1
C -1.208 0.016 -0.215
C 2.231 -0.106 -0.126
H -2.145 -0.402 1.471
H -3.225 0.437 0.408
H -1.198 1.969 -0.415
H 1.388 -1.170 -1.673
H 3.229 -0.128 -0.794
H 0.990 0.831 1.457
N -2.446 -0.342 0.450
N -0.796 1.009 -0.982
N 1.171 -1.065 -0.623
N 2.199 0.533 0.974
S -0.190 -1.582 0.067
*
```

These are the Mulliken partial charges, in e, on atoms 1 to 8: number 1, C, carries 0.191; number 2, C, carries 0.138; number 3, H, carries 0.291; number 4, H, carries 0.296; number 5, H, carries 0.256; number 6, H, carries 0.265; number 7, H, carries 0.256; number 8, H, carries 0.275

A single C2H6N4S molecule in a non-equilibrium geometry, computed with ωB97M-V/def2-TZVPD.

The SMILES is [H]/N=C(/NN)SN=C. Its orbital gap is 9.1 eV. The calculation puts the LUMO energy at 0.65 eV. For the energy relative to the best compared isomer or geometry (same formula, charge and spin), the calculation gives 97.5 kcal/mol. The maximum force comes out at 10.5 eV/A. The HOMO energy is -0.312 Ha.

Geometry as ORCA input:
```
! RIJCOSX wB97M-V def2-TZVPD def2/J DEFGRID3
* xyz 0 1
H 0.814 -0.711 2.210
N 0.861 -1.345 1.340
C 0.280 -0.973 0.246
N 0.041 -1.828 -0.777
N -0.623 -1.417 -1.753
S -0.104 0.681 -0.447
N 0.065 1.516 1.130
C -0.207 2.740 1.142
H 0.577 -2.898 -0.752
H -1.716 -1.641 -1.709
H -0.468 -1.390 -2.787
H -0.703 3.341 0.361
H 0.304 3.307 1.922
*
```

These are the Mulliken partial charges, in e, on atoms 1 to 8: number 1, H, carries 0.303; number 2, N, carries -0.697; number 3, C, carries 0.419; number 4, N, carries -0.049; number 5, N, carries -0.636; number 6, S, carries 0.005; number 7, N, carries -0.334; number 8, C, carries -0.226

A single C2H6N4S4 molecule in a non-equilibrium geometry, computed with ωB97M-V/def2-TZVPD.

The SMILES is NNC(=S)SSC(=S)NN. Its orbital gap is 8.5 eV. The calculation puts the LUMO energy at -0.41 eV. For the energy relative to the best compared isomer or geometry (same formula, charge and spin), the calculation gives 1.0 kcal/mol. The maximum force comes out at 1.1 eV/A. The HOMO energy is -0.328 Ha.

Geometry as ORCA input:
```
! RIJCOSX wB97M-V def2-TZVPD def2/J DEFGRID3
* xyz 0 1
N -0.485 1.514 2.748
N 0.615 0.731 2.337
C 0.624 -0.428 1.670
S 1.975 -1.336 1.442
S -0.986 -1.079 1.151
S -1.694 0.376 -0.138
C -0.854 0.097 -1.682
S -1.352 1.080 -2.908
N 0.082 -0.845 -1.750
N 0.816 -1.151 -2.915
H -0.883 1.987 1.935
H -1.205 0.931 3.159
H 1.496 1.057 2.669
H 0.306 -1.424 -0.952
H 1.443 -0.352 -3.089
H 0.102 -1.159 -3.678
*
```

These are the Mulliken partial charges, in e, on atoms 1 to 8: number 1, N, carries -0.731; number 2, N, carries 0.017; number 3, C, carries 0.319; number 4, S, carries -0.314; number 5, S, carries -0.136; number 6, S, carries -0.101; number 7, C, carries 0.465; number 8, S, carries -0.313

A gas-phase ion, C2H6N5 (charge +1) in a non-equilibrium geometry, computed with ωB97M-V/def2-TZVPD.

The SMILES is C/N=N/C=N\N=[NH2+]. Its orbital gap is 8.3 eV. The calculation puts the LUMO energy at -5.64 eV. For the energy relative to the best compared isomer or geometry (same formula, charge and spin), the calculation gives 126.7 kcal/mol. The maximum force comes out at 6.2 eV/A. The HOMO energy is -0.511 Ha.

Geometry as ORCA input:
```
! RIJCOSX wB97M-V def2-TZVPD def2/J DEFGRID3
* xyz 1 1
C 0.591 -1.512 1.050
N -0.224 -0.309 0.837
N -1.451 -0.093 0.731
C -1.952 0.715 -0.125
N -1.079 1.254 -0.990
N 0.122 0.902 -0.723
N 1.309 1.275 -1.090
H 0.495 -2.187 0.163
H 1.608 -1.296 1.393
H 0.123 -2.129 1.789
H -2.989 0.892 -0.394
H 2.145 0.847 -0.635
H 1.302 1.640 -2.006
*
```

These are the Mulliken partial charges, in e, on atoms 1 to 8: number 1, C, carries -0.591; number 2, N, carries 0.132; number 3, N, carries -0.229; number 4, C, carries 0.011; number 5, N, carries -0.490; number 6, N, carries 0.672; number 7, N, carries -0.433; number 8, H, carries 0.322

2 unconnected molecules or ions with the total composition C2H6N5O4 in a non-equilibrium geometry, computed with ωB97M-V/def2-TZVPD.

Its orbital gap (alpha / beta) is 5.9 / 7.7 eV. The calculation puts the LUMO energy (alpha / beta) at -4.72 / -6.25 eV. The maximum force comes out at 7.3 eV/A. The HOMO energy (alpha / beta) is -0.391 / -0.512 Ha.

Geometry as ORCA input:
```
! RIJCOSX wB97M-V def2-TZVPD def2/J DEFGRID3
* xyz 1 3
C 0.589 0.539 -0.107
C -1.469 0.045 -0.087
N 0.670 1.672 -0.693
N 1.251 -0.368 0.467
N -1.735 -1.225 -0.123
N -2.407 1.038 0.171
N 2.637 -0.452 0.535
O -0.618 -2.051 -0.274
O -2.825 -1.780 -0.133
O -2.086 2.170 -0.063
O -3.482 0.728 0.545
H -0.216 2.226 -0.673
H 1.434 1.662 -1.396
H -0.706 -2.928 0.081
H 3.106 -0.375 -0.355
H 2.913 0.384 1.171
H 2.944 -1.283 0.934
*
```

These are the Mulliken partial charges, in e, on atoms 1 to 8: number 1, C, carries 0.552; number 2, C, carries -0.108; number 3, N, carries -0.337; number 4, N, carries -0.372; number 5, N, carries 0.616; number 6, N, carries 1.004; number 7, N, carries -0.197; number 8, O, carries -0.439

A single C2H6N6 molecule in a non-equilibrium geometry, computed with ωB97M-V/def2-TZVPD.

The SMILES is C#CN1NNNNN1. Its orbital gap is 9.8 eV. The calculation puts the LUMO energy at 1.19 eV. For the energy relative to the best compared isomer or geometry (same formula, charge and spin), the calculation gives 140.5 kcal/mol. The maximum force comes out at 2.9 eV/A. The HOMO energy is -0.315 Ha.

Geometry as ORCA input:
```
! RIJCOSX wB97M-V def2-TZVPD def2/J DEFGRID3
* xyz 0 1
C 3.224 0.011 -0.058
C 2.025 -0.076 -0.053
N 0.704 -0.029 -0.195
N -0.064 -1.259 0.317
N -1.302 -1.140 -0.326
N -1.989 0.053 0.228
N -1.266 1.182 -0.216
N -0.004 1.103 0.392
H 4.271 0.007 -0.090
H -0.158 -1.117 1.332
H -1.853 -1.970 -0.126
H -2.921 0.097 -0.180
H -1.188 1.180 -1.248
H 0.521 1.958 0.226
*
```

These are the Mulliken partial charges, in e, on atoms 1 to 8: number 1, C, carries -0.368; number 2, C, carries -0.153; number 3, N, carries 0.082; number 4, N, carries -0.299; number 5, N, carries -0.270; number 6, N, carries -0.288; number 7, N, carries -0.303; number 8, N, carries -0.265

A molecular structure, C2H6N6 in a non-equilibrium geometry, computed with ωB97M-V/def2-TZVPD.

Its orbital gap is 7.1 eV. The calculation puts the LUMO energy at -0.45 eV. For the energy relative to the best compared isomer or geometry (same formula, charge and spin), the calculation gives 175.6 kcal/mol. The maximum force comes out at 7.0 eV/A. The HOMO energy is -0.276 Ha.

Geometry as ORCA input:
```
! RIJCOSX wB97M-V def2-TZVPD def2/J DEFGRID3
* xyz 0 1
C 0.311 -0.508 -0.268
C -1.976 0.373 0.080
H 3.756 0.445 -0.402
H 2.634 1.051 1.263
H 1.932 -1.687 0.057
H -2.923 1.036 -0.131
H -1.209 2.261 0.351
H 0.985 1.414 -0.373
N 2.374 0.458 0.124
N 1.567 -0.786 0.003
N -0.609 -1.389 0.310
N -1.789 -0.882 -0.170
N -0.997 1.187 0.345
N 0.142 0.882 -0.560
*
```

These are the Mulliken partial charges, in e, on atoms 1 to 8: number 1, C, carries 0.370; number 2, C, carries 0.154; number 3, H, carries 0.309; number 4, H, carries 0.300; number 5, H, carries 0.206; number 6, H, carries 0.258; number 7, H, carries 0.358; number 8, H, carries 0.415

2 unconnected molecules or ions with the total composition C2H6NO in a non-equilibrium geometry, computed with ωB97M-V/def2-TZVPD.

Its orbital gap is 5.2 eV. The calculation puts the LUMO energy at 4.36 eV. For the energy relative to the best compared isomer or geometry (same formula, charge and spin), the calculation gives 40.5 kcal/mol. The maximum force comes out at 4.2 eV/A. The HOMO energy is -0.031 Ha.

Geometry as ORCA input:
```
! RIJCOSX wB97M-V def2-TZVPD def2/J DEFGRID3
* xyz -1 1
O -0.140 1.563 1.726
H 0.127 0.956 1.029
C -1.009 -0.628 -0.456
C 1.154 -0.372 -1.069
N -0.095 -0.909 -1.311
H -1.922 -1.192 -0.679
H -0.943 -0.101 0.550
H -0.441 0.930 2.349
H 1.823 -0.418 -1.894
H 1.447 0.171 -0.246
*
```

These are the Mulliken partial charges, in e, on atoms 1 to 8: number 1, O, carries -0.665; number 2, H, carries 0.338; number 3, C, carries -0.371; number 4, C, carries -0.758; number 5, N, carries -0.441; number 6, H, carries 0.279; number 7, H, carries -0.107; number 8, H, carries 0.328

A gas-phase ion, C2H6NO (charge -1) in a non-equilibrium geometry, computed with ωB97M-V/def2-TZVPD.

The SMILES is NCC[O-]. Its orbital gap is 6.7 eV. The calculation puts the LUMO energy at 4.68 eV. For the energy relative to the best compared isomer or geometry (same formula, charge and spin), the calculation gives 10.3 kcal/mol. The maximum force comes out at 1.5 eV/A. The HOMO energy is -0.074 Ha.

Geometry as ORCA input:
```
! RIJCOSX wB97M-V def2-TZVPD def2/J DEFGRID3
* xyz -1 1
N -1.097 0.630 -0.742
C 0.271 0.425 -0.216
C 0.416 -0.739 0.820
O 1.707 -1.002 1.081
H -1.067 1.068 -1.655
H -1.536 -0.278 -0.867
H 0.519 1.324 0.369
H 1.092 0.477 -0.942
H -0.215 -1.584 0.422
H -0.088 -0.321 1.730
*
```

These are the Mulliken partial charges, in e, on atoms 1 to 8: number 1, N, carries -0.566; number 2, C, carries -0.423; number 3, C, carries -0.208; number 4, O, carries -0.887; number 5, H, carries 0.191; number 6, H, carries 0.209; number 7, H, carries 0.190; number 8, H, carries 0.279

A gas-phase ion, C2H6NO (charge +1), computed with ωB97M-V/def2-TZVPD.

The SMILES is [NH3+]CC=O. Its orbital gap is 11.4 eV. The calculation puts the LUMO energy at -4.19 eV. For the energy relative to the best compared isomer or geometry (same formula, charge and spin), the calculation gives 1.3 kcal/mol. The maximum force comes out at 0.6 eV/A. The HOMO energy is -0.573 Ha.

Geometry as ORCA input:
```
! RIJCOSX wB97M-V def2-TZVPD def2/J DEFGRID3
* xyz 1 1
N -0.983 -0.525 -0.060
C 0.278 0.090 -0.608
C 1.077 0.563 0.617
O 0.532 0.653 1.677
H -1.721 -0.642 -0.756
H -0.774 -1.399 0.427
H -1.336 0.120 0.660
H -0.034 0.963 -1.182
H 0.827 -0.624 -1.213
H 2.133 0.800 0.438
*
```

These are the Mulliken partial charges, in e, on atoms 1 to 8: number 1, N, carries -0.342; number 2, C, carries -0.544; number 3, C, carries 0.191; number 4, O, carries -0.425; number 5, H, carries 0.342; number 6, H, carries 0.345; number 7, H, carries 0.370; number 8, H, carries 0.322

2 unconnected molecules or ions with the total composition C2H6NO2 in a non-equilibrium geometry, computed with ωB97M-V/def2-TZVPD.

Its orbital gap is 7.3 eV. The calculation puts the LUMO energy at 3.74 eV. For the energy relative to the best compared isomer or geometry (same formula, charge and spin), the calculation gives 62.7 kcal/mol. The maximum force comes out at 5.5 eV/A. The HOMO energy is -0.132 Ha.

Geometry as ORCA input:
```
! RIJCOSX wB97M-V def2-TZVPD def2/J DEFGRID3
* xyz -1 1
C -0.847 -0.450 -2.255
O -0.218 0.147 -1.020
H -1.947 -0.823 -2.052
H -0.999 0.306 -2.980
H -0.084 -1.075 -2.911
C 0.614 0.286 2.593
N 1.065 0.064 1.372
O 0.957 1.173 3.492
H -0.308 -0.259 2.822
H -0.062 -0.076 -0.097
H 1.830 0.708 1.036
*
```

These are the Mulliken partial charges, in e, on atoms 1 to 8: number 1, C, carries -0.505; number 2, O, carries -0.586; number 3, H, carries 0.211; number 4, H, carries 0.196; number 5, H, carries 0.204; number 6, C, carries -0.007; number 7, N, carries -0.661; number 8, O, carries -0.765